[1]
{
  "formula": "C19H57O10",
  "method": "ωB97M-V/def2-TZVPD",
  "symbols": ["C", "O", "H", "H", "H", "C", "C", "O", "H", "H", "H", "H", "H", "H", "C", "C", "O", "H", "H", "H", "H", "H", "H", "C", "C", "O", "H", "H", "H", "H", "H", "H", "C", "C", "O", "H", "H", "H", "H", "H", "H", "C", "C", "O", "H", "H", "H", "H", "H", "H", "C", "C", "O", "H", "H", "H", "H", "H", "H", "C", "C", "O", "H", "H", "H", "H", "H", "H", "C", "C", "O", "H", "H", "H", "H", "H", "H", "C", "C", "O", "H", "H", "H", "H", "H", "H"],
  "coordinates": [[14.2117, 15.1666, -13.6517], [15.3339, 14.4839, -13.1135], [14.1642, 16.1396, -13.1363], [14.3012, 15.4020, -14.7191], [13.2443, 14.7111, -13.4071], [18.8609, 16.3663, -14.0842], [17.7897, 16.4183, -15.1735], [17.2277, 15.1138, -15.1630], [19.5830, 15.5601, -14.2099], [18.3906, 16.1491, -13.1254], [19.3674, 17.3315, -14.0021], [18.2825, 16.6551, -16.1164], [17.0531, 17.1969, -14.9628], [16.6345, 14.9545, -14.4053], [17.1318, 18.6210, -10.3046], [16.1625, 18.0482, -11.3249], [16.6048, 16.7598, -11.5530], [18.1740, 18.5563, -10.6212], [17.1311, 18.1247, -9.3347], [16.9482, 19.6910, -10.1851], [16.1779, 18.5941, -12.2741], [15.1124, 18.0912, -11.0205], [16.0193, 16.3330, -12.1977], [14.8787, 15.8782, -19.3890], [15.4321, 15.3230, -18.0570], [16.7108, 15.9467, -17.8760], [14.5947, 16.9279, -19.3085], [14.0371, 15.2930, -19.7610], [15.6573, 15.8715, -20.1527], [15.6602, 14.2563, -18.0916], [14.8629, 15.5962, -17.1672], [16.9320, 15.7392, -16.9579], [13.9376, 12.2566, -16.1222], [15.2861, 11.8123, -15.5666], [15.0819, 10.9339, -14.4708], [14.0787, 12.8907, -16.9995], [13.2950, 12.7851, -15.4189], [13.3936, 11.3581, -16.4248], [15.8383, 12.6897, -15.2289], [15.8951, 11.3333, -16.3375], [14.7573, 10.1236, -14.8739], [11.4873, 10.8903, -13.4527], [11.8622, 11.7492, -12.2723], [13.2138, 11.4641, -11.9558], [11.6445, 9.8479, -13.1658], [12.1676, 11.0450, -14.2897], [10.4752, 10.9876, -13.8495], [11.1656, 11.5751, -11.4490], [11.7760, 12.7961, -12.5683], [13.1831, 10.7956, -11.2667], [18.0253, 14.9158, -8.7087], [18.7572, 14.4715, -9.9643], [17.7773, 14.2107, -10.9248], [18.6555, 14.8421, -7.8178], [17.1613, 14.2790, -8.5155], [17.6535, 15.9393, -8.7555], [19.3432, 13.5753, -9.7573], [19.4153, 15.2682, -10.3223], [17.4860, 15.0656, -11.2662], [13.7284, 15.1304, -8.4638], [14.1563, 14.6438, -9.8588], [14.4412, 13.2681, -9.7971], [12.8773, 14.5387, -8.1188], [13.3704, 16.1614, -8.4871], [14.5409, 15.0247, -7.7445], [15.0088, 15.2254, -10.2061], [13.3253, 14.8444, -10.5384], [13.6905, 12.8288, -9.3902], [14.2484, 19.0127, -15.8628], [12.8228, 18.5276, -15.6524], [11.9473, 19.6038, -15.4756], [14.8605, 18.2140, -16.2833], [14.7014, 19.3010, -14.9122], [14.3759, 19.8874, -16.5009], [12.7412, 17.8152, -14.8298], [12.5277, 18.0619, -16.5976], [11.0765, 19.1987, -15.5039], [11.4459, 16.8407, -11.2583], [10.9349, 17.1231, -12.6419], [9.5271, 16.9466, -12.7170], [11.3237, 15.8009, -10.9556], [10.8630, 17.3867, -10.5152], [12.4996, 17.1061, -11.3472], [11.4065, 16.4057, -13.3190], [11.1810, 18.1310, -12.9837], [9.2638, 17.3102, -13.5659]],
  "forces_ev_per_a": [[2.116, -0.360, 1.661], [-0.625, 1.273, -1.296], [-0.490, 0.799, -0.079], [-0.294, -0.140, -0.451], [-0.307, -0.441, -0.305], [-0.103, 0.759, 0.454], [1.023, -1.001, 1.884], [0.079, 0.341, -2.107], [0.002, 0.091, -0.521], [-0.113, 0.189, -0.008], [0.237, 0.000, 0.092], [-0.252, -0.275, -0.241], [-0.124, 0.066, 0.017], [-0.835, -0.168, 1.092], [0.074, 0.967, -0.047], [0.559, 0.566, 0.077], [-0.208, -1.022, -0.280], [-0.099, -0.206, -0.480], [-0.520, -0.045, -0.020], [-0.126, 0.018, 0.314], [0.259, 0.436, 0.030], [-0.036, -0.108, 0.491], [-0.073, -1.037, -0.263], [0.097, -0.318, 0.511], [1.152, 0.926, -0.750], [-0.175, 0.244, -0.102], [-0.178, -0.042, 0.269], [-0.099, 0.054, 0.066], [0.141, -0.299, 0.101], [-0.723, -0.205, -0.085], [-0.643, -0.386, -0.230], [0.141, -0.268, -0.023], [0.115, -0.300, -0.477], [-0.410, 0.819, 0.266], [0.334, -0.185, -0.205], [-0.072, -0.004, -0.059], [0.388, 0.072, 0.278], [-0.165, -0.011, -0.233], [-0.009, -0.140, 0.378], [-0.048, -0.084, -0.200], [-0.081, -0.155, 0.249], [-0.019, -0.846, -0.568], [-0.024, 0.186, -0.867], [-0.528, 0.121, 0.584], [-0.200, -0.151, -0.006], [0.106, 0.270, 0.136], [-0.156, 0.197, 0.288], [0.092, 0.017, 0.242], [0.220, 0.142, 0.233], [0.348, -0.037, 0.003], [0.298, 0.005, 1.035], [-0.855, 0.644, 0.391], [0.354, -0.519, -0.735], [0.159, 0.121, 0.074], [0.018, -0.160, -0.254], [0.053, 0.043, -0.253], [-0.041, -0.100, -0.215], [0.374, -0.033, 0.133], [-0.335, -0.181, -0.071], [-0.081, 0.062, -0.350], [-0.811, 0.467, 0.903], [0.669, -0.097, -0.046], [-0.021, -0.142, 0.094], [0.191, 0.149, 0.007], [0.004, 0.062, 0.020], [0.234, -0.521, -0.144], [0.088, -0.083, -0.292], [-0.098, 0.041, -0.103], [0.429, -0.013, 0.793], [0.865, -0.251, -1.388], [-0.728, 0.757, 0.519], [-0.024, -0.086, 0.050], [0.025, -0.090, 0.107], [-0.554, -0.080, -0.234], [0.249, -0.118, -0.036], [0.020, -0.585, 0.097], [-0.199, 0.379, 0.084], [-0.394, 0.127, -0.148], [-0.124, -0.626, -0.414], [-0.429, 0.118, 0.044], [0.220, -0.140, -0.398], [0.430, 0.508, 0.018], [0.086, -0.061, 0.815], [0.206, 0.078, -0.157], [0.220, 0.127, 0.221], [-0.244, -0.122, 0.015]],
  "de_lowest_kcal_mol": 38.7,
  "charge": -1,
  "homo_ha": -0.139
}

=====

[2]
{
  "formula": "C19H58N2O19",
  "method": "ωB97M-V/def2-TZVPD",
  "symbols": ["C", "O", "N", "N", "H", "H", "H", "H", "C", "C", "O", "O", "H", "H", "H", "H", "H", "H", "C", "C", "O", "O", "H", "H", "H", "H", "H", "H", "C", "C", "O", "O", "H", "H", "H", "H", "H", "H", "C", "C", "O", "O", "H", "H", "H", "H", "H", "H", "C", "C", "O", "O", "H", "H", "H", "H", "H", "H", "C", "C", "O", "O", "H", "H", "H", "H", "H", "H", "C", "C", "O", "O", "H", "H", "H", "H", "H", "H", "C", "C", "O", "O", "H", "H", "H", "H", "H", "H", "C", "C", "O", "O", "H", "H", "H", "H", "H", "H"],
  "coordinates": [[-19.4735, -8.8065, 8.3148], [-18.6362, -8.6724, 9.2326], [-20.3729, -7.7974, 8.0798], [-19.5802, -9.9032, 7.5454], [-20.4278, -7.0291, 8.6913], [-20.9441, -7.7806, 7.2848], [-20.0961, -9.9986, 6.6843], [-18.7219, -10.3940, 7.4601], [-17.6788, -14.3047, 12.3277], [-16.4906, -15.2334, 12.0859], [-15.8211, -14.9516, 10.8449], [-18.5536, -14.3043, 11.1666], [-17.4562, -13.2958, 12.6285], [-18.2346, -14.7489, 13.1715], [-16.8825, -16.2289, 11.9001], [-15.7261, -15.2067, 12.8640], [-15.6845, -13.9700, 10.7759], [-17.8889, -14.0833, 10.4799], [-15.0015, -6.1061, 7.0674], [-16.0042, -6.4124, 8.1142], [-16.1844, -7.7838, 8.0290], [-15.5097, -6.4322, 5.7523], [-14.2274, -6.7585, 7.4357], [-14.6161, -5.1116, 7.2085], [-16.8549, -5.8477, 7.8907], [-15.5128, -6.2849, 9.0712], [-16.9566, -7.9933, 8.6044], [-14.6997, -6.4915, 5.2180], [-14.2430, -13.7273, 3.0916], [-14.1228, -13.5218, 4.6027], [-15.3339, -12.9070, 5.0059], [-13.2228, -14.4150, 2.4049], [-14.4434, -12.7771, 2.5835], [-15.2098, -14.2594, 2.8444], [-13.3191, -12.8198, 4.7346], [-13.8472, -14.4557, 5.0592], [-15.9561, -13.6373, 5.0000], [-12.3699, -14.0076, 2.5048], [-15.8993, -9.9833, 4.2097], [-16.8619, -8.9278, 3.5819], [-18.0804, -8.9480, 4.3601], [-15.8309, -9.6732, 5.6324], [-14.9351, -9.9916, 3.7158], [-16.3880, -10.9046, 4.1461], [-17.1662, -9.2739, 2.5588], [-16.3243, -7.9757, 3.6539], [-17.8883, -8.5713, 5.2703], [-15.6658, -8.7153, 5.7012], [-20.0143, -13.4670, 5.4375], [-19.5927, -12.4841, 4.3542], [-19.5346, -11.2018, 5.0157], [-19.0636, -13.7124, 6.4715], [-20.3096, -14.4088, 4.9909], [-20.9146, -13.0347, 5.8493], [-20.2183, -12.5396, 3.4672], [-18.5486, -12.6881, 4.0833], [-18.9753, -10.5596, 4.4922], [-18.5130, -12.9534, 6.3667], [-15.9012, -11.6077, 9.2183], [-16.8098, -12.4334, 8.3411], [-17.3707, -11.7515, 7.2362], [-16.0475, -11.9686, 10.5601], [-15.8831, -10.5259, 9.1084], [-14.8591, -11.8786, 8.9964], [-17.6874, -12.7502, 8.8935], [-16.2831, -13.2715, 7.9384], [-16.6427, -11.6531, 6.6122], [-16.8522, -11.5679, 10.9375], [-15.7215, -16.4773, 6.2655], [-15.1819, -15.9960, 7.5311], [-16.1712, -16.0770, 8.4595], [-16.4086, -15.4843, 5.5257], [-16.2669, -17.3633, 6.4972], [-14.9060, -16.7248, 5.5354], [-14.8716, -14.9391, 7.4464], [-14.3306, -16.6935, 7.6680], [-15.9947, -15.6803, 9.3125], [-17.2476, -15.2709, 6.0316], [-11.6190, -11.5209, 7.6046], [-12.0550, -10.0901, 7.1281], [-13.1074, -10.1396, 6.1625], [-11.6186, -12.4149, 6.4878], [-12.2076, -11.7921, 8.4443], [-10.6449, -11.6152, 7.9714], [-11.3152, -9.5826, 6.5798], [-12.3982, -9.4226, 7.8963], [-13.9263, -10.0550, 6.6539], [-12.4981, -12.3345, 6.1324], [-19.6305, -10.2350, 12.8741], [-19.4096, -10.7880, 11.5298], [-18.1826, -10.4536, 10.9547], [-18.8565, -11.1128, 13.7291], [-20.7272, -10.3757, 13.1288], [-19.3653, -9.2032, 12.9629], [-20.1876, -10.5775, 10.7967], [-19.4719, -11.8802, 11.7119], [-18.3876, -9.6894, 10.3424], [-18.8319, -10.7751, 14.5898]],
  "forces_ev_per_a": [[-0.961, 0.942, -0.243], [-0.282, 0.344, -0.661], [0.885, -1.007, 0.348], [0.222, 0.465, 0.191], [0.184, 0.682, 0.719], [-0.732, -0.172, -0.998], [-0.433, 0.376, 0.059], [0.979, -1.062, 0.199], [-1.015, -1.217, 0.155], [0.075, 0.377, -0.949], [0.156, 1.567, 0.002], [1.641, 0.301, 0.481], [0.495, 0.522, -0.035], [-0.014, 0.189, -0.342], [0.017, -0.233, 0.495], [-0.362, -0.101, 0.351], [-0.070, -0.722, 0.173], [-0.924, -0.250, -0.047], [0.216, -0.441, 0.406], [1.468, -0.575, -0.266], [-1.728, -1.480, 0.345], [1.291, 0.231, 0.662], [0.996, -0.585, -0.910], [-0.081, 0.782, -0.595], [-1.817, 0.878, 0.384], [-0.272, 1.229, 0.439], [0.495, -0.363, -0.499], [-0.540, 0.063, -0.108], [-1.567, -0.147, -1.191], [0.054, 0.548, -1.900], [0.481, -0.067, 0.538], [-0.363, -0.811, 0.195], [0.331, 0.416, 0.358], [1.059, -0.023, 0.579], [0.241, 0.386, 0.251], [-0.280, -0.438, 0.661], [-0.503, -0.500, 0.294], [0.398, 0.494, 0.228], [-0.960, 2.313, 0.780], [0.216, -1.641, 0.548], [0.559, 1.157, 0.747], [0.357, 0.038, -1.026], [0.328, -0.065, 0.056], [-0.328, -1.623, -0.104], [0.474, 0.819, 0.764], [-0.613, 0.222, -0.498], [-0.118, -0.807, -1.532], [0.002, -0.216, 0.352], [-0.674, -0.388, -0.451], [1.612, 0.198, 1.444], [0.051, 0.499, -1.240], [-0.904, -0.635, -1.274], [0.084, -0.329, -0.150], [-0.471, 0.119, 0.452], [-0.310, 0.228, 0.045], [-0.122, -0.395, -0.424], [-0.683, -0.653, 0.771], [1.240, 1.145, 0.890], [1.455, -0.117, 0.249], [-1.007, 0.539, -0.135], [0.469, 0.553, -0.608], [0.322, -0.883, 1.005], [-0.847, 0.242, -0.381], [-0.039, -0.044, -0.173], [0.064, -0.245, 0.388], [0.318, -0.914, 0.096], [0.022, 0.470, -0.409], [-0.139, 0.390, -0.320], [1.565, 0.453, -2.737], [1.693, 0.556, 0.110], [-1.860, -0.907, 0.454], [-2.605, 0.463, 0.901], [-0.898, -0.706, -0.223], [-0.403, -0.183, 0.903], [0.600, -0.364, -0.235], [0.102, 0.516, 0.789], [0.433, 0.326, 0.614], [1.057, -0.151, -0.807], [-0.511, 1.095, -1.795], [-0.333, -0.868, -0.339], [-0.106, -0.580, 0.322], [-0.056, 0.235, 1.043], [-1.272, -0.814, 0.535], [1.757, 0.660, 0.507], [1.600, 0.382, -0.340], [0.189, 0.051, 0.968], [-0.604, -0.108, -0.346], [-0.507, -0.004, -0.401], [-1.408, -1.305, 1.308], [-0.483, -1.559, -0.860], [0.179, 0.493, -0.009], [-0.155, -0.034, -1.938], [1.009, 0.351, -0.204], [0.363, 0.726, 0.200], [-0.429, 0.304, 0.205], [0.217, 0.298, -0.475], [0.720, -0.730, 0.238], [0.046, 0.836, 1.979]],
  "smiles": "NC(N)=O.OCCO.OCCO.OCCO.OCCO.OCCO.OCCO.OCCO.OCCO.OCCO",
  "de_lowest_kcal_mol": 22.5,
  "charge": 0,
  "homo_ha": -0.351
}